# 1
ORCA calculation (wB97M-V/def2-TZVPD) on a 2-piece molecular cluster, C9H19NP overall.

Energy above the lowest of the compared OMol25 structures with the same formula, charge and spin = 183.5 kJ/mol
HOMO level (alpha / beta) = -12.71 / -13.47 eV

Structure (ORCA input):
```
! RIJCOSX wB97M-V def2-TZVPD def2/J DEFGRID3
* xyz 1 1
C -0.246 3.218 0.120
C -1.618 2.748 0.679
C 0.826 1.388 1.446
C -0.545 0.849 1.904
C 0.517 1.869 0.015
C -1.434 1.204 0.700
C 1.350 -1.691 -2.342
C -1.084 -2.891 -1.267
C 1.332 -2.803 0.354
N -0.596 1.119 -0.437
P 0.334 -1.824 -0.829
H -0.356 3.677 -0.860
H 0.281 3.908 0.775
H -1.826 3.121 1.680
H -2.435 3.031 0.020
H 1.182 2.204 2.071
H 1.588 0.611 1.435
H -0.527 -0.233 2.040
H -0.898 1.306 2.823
H 1.352 1.882 -0.679
H -2.360 0.644 0.610
H 2.289 -1.185 -2.124
H 0.810 -1.117 -3.094
H 1.565 -2.687 -2.734
H -1.667 -3.129 -0.380
H -0.714 -3.816 -1.711
H -1.726 -2.381 -1.982
H 1.619 -3.743 -0.120
H 0.755 -3.018 1.251
H 2.233 -2.261 0.636
*
```

Quick look at the Löwdin charges, all values in e: atom 1 (C): -0.099, atom 2 (C): -0.093, atom 3 (C): -0.115, atom 4 (C): -0.122, atom 5 (C): -0.349, atom 6 (C): -0.348, atom 7 (C): -0.234, atom 8 (C): -0.232, atom 9 (C): -0.234, atom 10 (N): 0.151, atom 11 (P): 0.980, atom 12 (H): 0.116, atom 13 (H): 0.120, atom 14 (H): 0.119, atom 15 (H): 0.116, atom 16 (H): 0.118, atom 17 (H): 0.099, atom 18 (H): 0.097, atom 19 (H): 0.117, atom 20 (H): 0.141, atom 21 (H): 0.142, atom 22 (H): 0.053, atom 23 (H): 0.055, atom 24 (H): 0.064, atom 25 (H): 0.053, atom 26 (H): 0.064, atom 27 (H): 0.055, atom 28 (H): 0.064, atom 29 (H): 0.052, atom 30 (H): 0.050

***

# 2
ORCA calculation (wB97M-V/def2-TZVPD) on one molecule with the formula C9H19O4P.

Energy above the lowest of the compared OMol25 structures with the same formula, charge and spin = 234.1 kJ/mol
HOMO level (alpha / beta) = -6.93 / -7.38 eV

Structure (ORCA input):
```
! RIJCOSX wB97M-V def2-TZVPD def2/J DEFGRID3
* xyz 0 1
C 1.420 2.238 -1.529
C 0.166 1.041 0.608
C 1.623 3.786 -1.600
C 1.720 1.256 -2.567
C -0.270 1.644 1.884
C 0.512 -3.842 1.941
C -3.299 0.045 -0.028
C 1.315 -2.812 1.205
C -2.382 -1.117 -0.387
O 0.378 -1.139 -1.034
O 0.758 1.849 -0.354
O 0.958 -1.421 1.493
O -1.453 -1.311 0.671
P 0.051 -0.760 0.353
H 2.178 4.157 -0.711
H 0.544 4.039 -1.579
H 2.126 4.204 -2.511
H 2.019 0.187 -2.245
H 2.556 1.633 -3.118
H 0.891 1.081 -3.342
H 0.579 1.661 2.639
H -0.902 0.954 2.332
H -0.659 2.683 1.699
H 0.383 -4.752 1.301
H 0.962 -4.158 2.928
H -0.512 -3.320 2.057
H -2.781 0.986 0.122
H -3.945 0.264 -0.773
H -4.087 -0.243 0.703
H 1.354 -3.000 0.079
H 2.394 -2.933 1.539
H -1.751 -0.784 -1.197
H -2.848 -2.116 -0.578
*
```

Quick look at the Löwdin charges, all values in e: atom 1 (C): -0.272, atom 2 (C): -0.297, atom 3 (C): -0.028, atom 4 (C): -0.076, atom 5 (C): -0.085, atom 6 (C): -0.098, atom 7 (C): -0.064, atom 8 (C): -0.298, atom 9 (C): -0.263, atom 10 (O): -0.283, atom 11 (O): -0.049, atom 12 (O): -0.202, atom 13 (O): -0.229, atom 14 (P): 0.544, atom 15 (H): 0.080, atom 16 (H): 0.080, atom 17 (H): 0.087, atom 18 (H): 0.100, atom 19 (H): 0.058, atom 20 (H): 0.110, atom 21 (H): 0.101, atom 22 (H): 0.040, atom 23 (H): 0.104, atom 24 (H): 0.084, atom 25 (H): 0.086, atom 26 (H): 0.096, atom 27 (H): 0.077, atom 28 (H): 0.024, atom 29 (H): 0.094, atom 30 (H): 0.123, atom 31 (H): 0.128, atom 32 (H): 0.085, atom 33 (H): 0.140

***

# 3
ORCA calculation (wB97M-V/def2-TZVPD) on a 3-piece molecular cluster, C9H20BO5P overall.

Energy above the lowest of the compared OMol25 structures with the same formula, charge and spin = 0.0 kJ/mol
HOMO level = -9.29 eV

Structure (ORCA input):
```
! RIJCOSX wB97M-V def2-TZVPD def2/J DEFGRID3
* xyz 0 1
O 0.139 -2.145 -2.163
P 1.028 -1.016 -2.552
B 1.069 0.552 -1.418
C 0.077 0.661 -0.232
C 0.583 -0.168 0.978
C 2.064 -0.079 1.245
O 2.813 -1.009 1.364
O 2.480 1.205 1.357
H 0.790 -0.464 -3.837
H 2.394 -1.350 -2.705
H 1.912 1.363 -1.649
H -0.894 0.248 -0.508
H -0.064 1.703 0.046
H 0.358 -1.221 0.836
H 0.064 0.161 1.879
H 3.431 1.174 1.520
C 1.257 -3.908 2.243
C -0.178 -4.223 2.579
C -0.607 -5.664 2.441
O -0.951 -3.363 2.937
H 1.446 -2.847 2.372
H 1.932 -4.480 2.882
H 1.471 -4.183 1.208
H 0.002 -6.299 3.088
H -0.453 -6.001 1.414
H -1.656 -5.766 2.707
C -2.343 5.447 -0.781
C -1.836 4.209 -1.476
C -1.863 4.223 -2.985
O -1.429 3.253 -0.857
H -2.275 5.321 0.297
H -1.757 6.315 -1.088
H -3.379 5.637 -1.066
H -1.261 5.052 -3.362
H -2.885 4.376 -3.339
H -1.480 3.283 -3.374
*
```

Quick look at the Löwdin charges, all values in e: atom 1 (O): -0.480, atom 2 (P): 0.658, atom 3 (B): -0.213, atom 4 (C): -0.193, atom 5 (C): -0.092, atom 6 (C): -0.538, atom 7 (O): 0.107, atom 8 (O): 0.106, atom 9 (H): -0.009, atom 10 (H): -0.005, atom 11 (H): 0.052, atom 12 (H): 0.112, atom 13 (H): 0.075, atom 14 (H): 0.113, atom 15 (H): 0.138, atom 16 (H): 0.127, atom 17 (C): -0.022, atom 18 (C): -0.503, atom 19 (C): -0.027, atom 20 (O): 0.063, atom 21 (H): 0.055, atom 22 (H): 0.088, atom 23 (H): 0.093, atom 24 (H): 0.082, atom 25 (H): 0.085, atom 26 (H): 0.079, atom 27 (C): -0.021, atom 28 (C): -0.487, atom 29 (C): -0.019, atom 30 (O): 0.068, atom 31 (H): 0.083, atom 32 (H): 0.086, atom 33 (H): 0.086, atom 34 (H): 0.086, atom 35 (H): 0.087, atom 36 (H): 0.079

***

# 4
ORCA calculation (wB97M-V/def2-TZVPD) on a 2-piece molecular cluster, C9H20Br2FN2O5PS overall.

HOMO level = -9.07 eV

Structure (ORCA input):
```
! RIJCOSX wB97M-V def2-TZVPD def2/J DEFGRID3
* xyz 0 1
C 4.452 -1.591 4.157
C 4.083 -0.655 2.934
Br 5.512 -0.176 1.662
C 2.744 -0.221 2.774
Br 2.224 0.920 1.223
N 1.788 -0.690 3.783
P 0.468 -1.654 3.093
N 1.129 -2.856 2.272
S 1.238 0.567 4.821
O -0.240 0.747 4.833
O 1.940 1.859 4.504
F 1.727 0.096 6.365
H 4.160 -2.674 3.910
H 5.578 -1.508 4.341
H 3.929 -1.332 5.128
H -0.328 -2.221 4.147
H -0.330 -0.872 2.173
H 0.834 -3.770 2.649
C 1.007 0.172 -2.329
O -0.309 0.465 -1.901
C -0.577 1.857 -1.763
C -1.910 2.239 -2.397
O -1.969 2.150 -3.820
C -1.873 0.855 -4.410
C -3.033 -0.096 -4.123
O -3.059 -0.493 -2.756
C -4.345 -0.429 -2.168
H 1.679 0.140 -1.462
H 0.998 -0.808 -2.807
H 1.375 0.901 -3.058
H 0.226 2.463 -2.194
H -0.624 2.065 -0.687
H -2.083 3.295 -2.166
H -2.740 1.699 -1.945
H -0.912 0.398 -4.176
H -1.860 1.031 -5.491
H -2.901 -1.006 -4.718
H -3.974 0.373 -4.423
H -4.909 0.444 -2.511
H -4.214 -0.336 -1.087
H -4.900 -1.347 -2.379
*
```

Quick look at the Löwdin charges, all values in e: atom 1 (C): -0.116, atom 2 (C): -0.638, atom 3 (Br): 0.674, atom 4 (C): -0.758, atom 5 (Br): 0.704, atom 6 (N): -0.387, atom 7 (P): 0.699, atom 8 (N): -0.298, atom 9 (S): 0.727, atom 10 (O): -0.312, atom 11 (O): -0.302, atom 12 (F): -0.210, atom 13 (H): 0.101, atom 14 (H): 0.079, atom 15 (H): 0.073, atom 16 (H): 0.033, atom 17 (H): 0.032, atom 18 (H): -0.032, atom 19 (C): -0.118, atom 20 (O): -0.210, atom 21 (C): -0.190, atom 22 (C): -0.173, atom 23 (O): -0.121, atom 24 (C): -0.174, atom 25 (C): -0.186, atom 26 (O): -0.204, atom 27 (C): -0.114, atom 28 (H): 0.027, atom 29 (H): 0.091, atom 30 (H): 0.089, atom 31 (H): 0.123, atom 32 (H): 0.119, atom 33 (H): 0.128, atom 34 (H): 0.107, atom 35 (H): 0.107, atom 36 (H): 0.127, atom 37 (H): 0.125, atom 38 (H): 0.120, atom 39 (H): 0.086, atom 40 (H): 0.088, atom 41 (H): 0.086

***

# 5
ORCA calculation (wB97M-V/def2-TZVPD) on a 2-piece molecular cluster, C9H20Br2N3O overall.

HOMO level = -12.72 eV

Structure (ORCA input):
```
! RIJCOSX wB97M-V def2-TZVPD def2/J DEFGRID3
* xyz 1 1
C -0.273 1.889 0.816
C 1.178 1.810 1.253
Br 1.346 0.502 2.708
C 2.172 1.604 0.106
Br 3.987 1.296 0.768
C 1.865 0.491 -0.890
C 0.805 0.813 -1.951
C -0.131 -0.350 -2.359
C 0.316 -1.799 -2.032
C 1.564 -1.912 -1.167
N 1.547 -0.790 -0.178
H -0.415 2.791 0.218
H -0.928 1.975 1.675
H -0.608 1.041 0.219
H 1.430 2.756 1.725
H 2.235 2.543 -0.436
H 2.790 0.271 -1.417
H 0.190 1.657 -1.655
H 1.355 1.141 -2.831
H -0.262 -0.275 -3.436
H -1.122 -0.202 -1.937
H -0.489 -2.285 -1.479
H 0.454 -2.391 -2.932
H 1.551 -2.849 -0.615
H 2.501 -1.866 -1.715
H 0.624 -0.731 0.256
H 2.245 -0.938 0.556
C -3.205 -0.274 1.996
O -3.088 0.921 1.789
N -2.117 -1.050 2.323
N -4.398 -0.923 1.917
H -2.160 -2.037 2.490
H -1.244 -0.558 2.418
H -5.206 -0.372 1.691
H -4.512 -1.902 2.103
*
```

Quick look at the Löwdin charges, all values in e: atom 1 (C): -0.135, atom 2 (C): -0.718, atom 3 (Br): 0.767, atom 4 (C): -0.668, atom 5 (Br): 0.770, atom 6 (C): -0.343, atom 7 (C): -0.116, atom 8 (C): -0.139, atom 9 (C): -0.143, atom 10 (C): -0.103, atom 11 (N): 0.061, atom 12 (H): 0.105, atom 13 (H): 0.066, atom 14 (H): 0.062, atom 15 (H): 0.096, atom 16 (H): 0.115, atom 17 (H): 0.122, atom 18 (H): 0.102, atom 19 (H): 0.129, atom 20 (H): 0.116, atom 21 (H): 0.111, atom 22 (H): 0.116, atom 23 (H): 0.122, atom 24 (H): 0.137, atom 25 (H): 0.140, atom 26 (H): 0.136, atom 27 (H): 0.111, atom 28 (C): -0.673, atom 29 (O): 0.023, atom 30 (N): 0.148, atom 31 (N): 0.162, atom 32 (H): 0.094, atom 33 (H): 0.018, atom 34 (H): 0.111, atom 35 (H): 0.099

***

# 6
ORCA calculation (wB97M-V/def2-TZVPD) on C9H20CuNO4P as an isolated structure.

Energy above the lowest of the compared OMol25 structures with the same formula, charge and spin = 0.0 kJ/mol
<S²> = 0.753
HOMO level (alpha / beta) = -15.74 / -15.74 eV

Structure (ORCA input):
```
! RIJCOSX wB97M-V def2-TZVPD def2/J DEFGRID3
* xyz 2 2
C -1.517 -0.635 2.429
C -2.895 -0.512 1.717
C -2.831 -0.426 0.173
C -2.285 0.903 -0.401
C -0.738 1.091 -0.184
C -0.042 1.568 -1.486
C 1.384 2.195 -1.270
C 2.043 1.905 0.089
O 2.242 0.466 0.393
C 2.688 -0.217 -0.585
O 3.839 -0.208 -0.960
O 1.720 -1.038 -1.202
P 1.822 -2.613 -0.687
N 1.917 -2.720 0.959
O 0.444 -3.278 -1.162
H -0.748 -1.140 1.807
H -1.129 0.394 2.575
H -1.572 -1.071 3.437
H -3.461 -1.433 1.954
H -3.448 0.313 2.191
H -3.874 -0.512 -0.188
H -2.308 -1.314 -0.231
H -2.830 1.796 -0.064
H -2.416 0.846 -1.500
H -0.294 0.142 0.158
H -0.642 1.876 0.588
H -0.029 0.759 -2.240
H -0.697 2.344 -1.920
H 1.256 3.291 -1.309
H 2.020 1.934 -2.139
H 1.493 2.401 0.897
H 3.047 2.365 0.070
H 1.905 -1.805 1.428
H 1.124 -3.252 1.341
H 0.604 -3.933 -1.874
Cu 4.206 -0.480 -2.803
*
```

Quick look at the Löwdin charges, all values in e: atom 1 (C): -0.115, atom 2 (C): -0.236, atom 3 (C): -0.215, atom 4 (C): -0.177, atom 5 (C): -0.213, atom 6 (C): -0.184, atom 7 (C): -0.143, atom 8 (C): -0.070, atom 9 (O): 0.081, atom 10 (C): -0.625, atom 11 (O): 0.116, atom 12 (O): -0.097, atom 13 (P): 1.001, atom 14 (N): -0.004, atom 15 (O): -0.090, atom 16 (H): 0.033, atom 17 (H): 0.071, atom 18 (H): 0.078, atom 19 (H): 0.109, atom 20 (H): 0.118, atom 21 (H): 0.117, atom 22 (H): 0.106, atom 23 (H): 0.125, atom 24 (H): 0.109, atom 25 (H): 0.069, atom 26 (H): 0.117, atom 27 (H): 0.108, atom 28 (H): 0.124, atom 29 (H): 0.142, atom 30 (H): 0.110, atom 31 (H): 0.145, atom 32 (H): 0.147, atom 33 (H): 0.095, atom 34 (H): 0.115, atom 35 (H): 0.128, atom 36 (Cu): 0.807